[1]
3 unconnected molecules or ions with the total composition C20H37F2N2O6PS2 in a non-equilibrium geometry. Source: OMol25; level of theory: wB97M-V/def2-TZVPD.

As for the orbital gap: 7.99 eV. The calculation puts the HOMO energy at -8.3 eV. As for the SMILES: C=CP(N=C(C)C)(c1ccncc1)([C@H](C)F)[C@@H](C)F.CCOS(C)(=O)=O.CCOS(C)(=O)=O.

```
! wB97M-V def2-TZVPD RIJCOSX def2/J DEFGRID3
* xyz 0 1
C -2.53 -1.70 5.68
C -2.71 -0.98 4.40
P -1.36 -0.23 3.29
N -0.96 -1.76 2.48
C -2.00 -2.63 2.37
C -3.33 -2.48 1.43
C -1.88 -4.05 3.23
C -1.64 0.65 1.60
C -0.45 1.34 0.68
C -0.66 2.13 -0.73
N -2.02 2.25 -1.32
C -3.13 1.66 -0.53
C -3.14 0.86 0.89
C -1.75 1.47 4.12
C -1.41 1.53 5.72
F -3.24 1.63 4.00
C 0.48 -0.20 3.93
C 0.79 -1.37 5.04
F 1.30 -0.59 2.71
H -1.88 -1.37 6.60
H -3.18 -2.70 5.83
H -3.83 -0.90 3.99
H -3.09 -2.19 0.30
H -3.88 -3.54 1.38
H -4.11 -1.74 1.90
H -2.87 -4.67 3.23
H -1.06 -4.72 2.67
H -1.47 -3.90 4.32
H 0.66 1.29 1.10
H 0.29 2.61 -1.27
H -4.22 1.79 -1.02
H -4.12 0.43 1.40
H -1.25 2.32 3.48
H -0.97 0.56 6.18
H -0.61 2.40 5.87
H -2.37 1.89 6.29
H 0.85 0.87 4.22
H 0.42 -1.12 6.13
H 0.31 -2.42 4.72
H 1.96 -1.58 5.13
C 0.53 4.18 -3.84
C -0.36 2.98 -4.11
O -0.49 2.74 -5.51
S 0.76 2.07 -6.30
C -0.08 1.71 -7.82
O 1.11 0.82 -5.66
O 1.75 3.09 -6.56
H 1.56 3.97 -4.14
H 0.54 4.42 -2.77
H 0.19 5.05 -4.40
H 0.00 2.09 -3.59
H -1.37 3.20 -3.73
H -0.86 0.97 -7.63
H 0.65 1.33 -8.53
H -0.52 2.64 -8.20
C 3.36 -0.57 -4.49
C 4.11 -0.09 -3.26
O 3.86 -0.93 -2.14
S 4.57 -2.39 -2.09
C 4.18 -2.78 -0.40
O 6.00 -2.23 -2.21
O 3.83 -3.30 -2.94
H 3.73 -1.54 -4.83
H 3.48 0.14 -5.32
H 2.30 -0.69 -4.27
H 5.19 -0.02 -3.46
H 3.76 0.91 -3.00
H 4.70 -2.08 0.26
H 4.51 -3.80 -0.21
H 3.10 -2.71 -0.26
*
```



[2]
A molecular structure, C14H26BN2PTi in a non-equilibrium geometry. Source: OMol25; level of theory: wB97M-V/def2-TZVPD.

As for the orbital gap (spin up / spin down): 7.93 / 7.29 eV. Its expectation value of S² is 2.01. The calculation puts the HOMO energy (spin up / spin down) at -7.6 / -8.9 eV.

```
! wB97M-V def2-TZVPD RIJCOSX def2/J DEFGRID3
* xyz 0 3
C -2.77 0.21 -4.04
C -2.61 -1.00 -3.39
C -1.85 -1.07 -2.20
C -1.31 0.10 -1.66
C -1.51 1.32 -2.33
C -2.28 1.37 -3.50
C -1.70 -2.41 -1.53
C -0.27 -2.92 -1.32
N 0.76 -1.86 -1.09
Ti 0.12 -0.20 0.10
C -0.83 2.55 -1.80
P 0.71 1.92 -0.97
H -3.01 -1.94 -3.80
H -2.43 2.35 -3.97
H -3.33 0.24 -4.99
H -1.41 3.07 -1.03
H -0.57 3.28 -2.56
H -2.22 -2.42 -0.56
H -2.20 -3.16 -2.13
H -0.23 -3.61 -0.46
C 1.46 3.32 -0.12
C 1.67 1.98 -2.53
H 0.07 -3.47 -2.22
C 1.34 -1.44 -2.39
C 1.87 -2.41 -0.30
H -0.31 1.48 0.18
H 1.80 -2.33 -2.85
H 0.56 -1.07 -3.06
H 2.12 -0.68 -2.25
H 2.43 -3.13 -0.93
H 2.57 -1.63 0.00
H 1.51 -2.92 0.60
H 1.68 3.02 -2.87
H 2.71 1.68 -2.37
H 1.25 1.39 -3.34
H 1.57 4.15 -0.84
H 0.83 3.60 0.73
H 2.44 2.97 0.22
H 1.55 0.51 0.55
B 0.00 -0.04 4.79
C -0.05 -0.31 3.29
N -0.07 -0.51 2.13
H 0.96 -0.57 5.32
H -1.00 -0.56 5.24
H -0.03 1.13 5.08
*
```



[3]
A gas-phase ion, C21H30N2O2 (charge +2) in a non-equilibrium geometry. Source: OMol25; level of theory: wB97M-V/def2-TZVPD.

As for the orbital gap: 7.99 eV. The calculation puts the HOMO energy at -15.8 eV.

```
! wB97M-V def2-TZVPD RIJCOSX def2/J DEFGRID3
* xyz 2 1
C -0.72 1.08 2.42
C -2.23 0.76 2.38
C -2.81 0.70 0.97
C -4.14 -0.08 0.90
C -4.32 -0.84 -0.40
C -3.55 -2.15 -0.41
C -3.67 -2.92 -1.72
C -3.01 -2.22 -2.92
N -1.71 -1.62 -2.53
C -0.72 -2.43 -2.13
C 0.50 -1.92 -1.70
C 0.68 -0.54 -1.66
C 1.94 0.05 -1.15
C 1.88 1.19 -0.34
C 3.04 1.73 0.17
N 4.24 1.18 -0.10
C 5.43 1.81 0.52
C 5.43 1.61 2.05
O 4.98 2.83 2.63
C 3.93 2.73 3.49
O 3.15 3.59 3.60
C 4.32 0.10 -0.89
C 3.19 -0.49 -1.42
C -0.35 0.27 -2.10
C -1.54 -0.29 -2.54
H -0.22 0.41 3.11
H -0.25 0.96 1.44
H -0.53 2.08 2.78
H -2.75 1.53 2.94
H -2.41 -0.16 2.91
H -3.02 1.72 0.66
H -2.08 0.30 0.26
H -4.96 0.63 0.99
H -4.22 -0.74 1.76
H -4.05 -0.20 -1.24
H -5.38 -1.08 -0.53
H -3.96 -2.78 0.37
H -2.51 -1.99 -0.14
H -4.73 -2.99 -1.96
H -3.33 -3.94 -1.62
H -3.65 -1.44 -3.30
H -2.81 -2.91 -3.73
H -0.88 -3.49 -2.14
H 1.25 -2.61 -1.37
H 0.93 1.64 -0.10
H 3.00 2.61 0.79
H 5.32 2.88 0.35
H 6.34 1.43 0.08
H 4.76 0.80 2.31
H 6.42 1.39 2.40
H 3.82 1.80 4.05
H 5.30 -0.29 -1.10
H 3.29 -1.35 -2.06
H -0.27 1.35 -2.13
H -2.37 0.30 -2.89
*
```



[4]
2 unconnected molecules or ions with the total composition C5H6NO2S in a non-equilibrium geometry. Source: OMol25; level of theory: wB97M-V/def2-TZVPD.

As for the orbital gap: 9.63 eV. The calculation puts the HOMO energy at -13.5 eV.

```
! wB97M-V def2-TZVPD RIJCOSX def2/J DEFGRID3
* xyz 1 1
C -2.48 -1.54 -0.47
C 4.70 -0.81 -0.12
C -0.31 -0.75 0.86
C -0.84 0.38 -0.90
C -1.35 -0.95 -0.23
N 0.40 0.27 -0.04
O -3.56 -1.94 -0.52
O 5.40 -1.61 0.32
S 3.61 0.14 -0.63
H -0.66 -0.35 1.73
H 0.31 -1.52 1.09
H -0.59 0.27 -2.04
H -1.56 1.19 -0.48
H 0.74 1.05 0.50
H 1.12 -0.10 -0.54
*
```



[5]
2 unconnected molecules or ions with the total composition C4H12O in a non-equilibrium geometry. Source: OMol25; level of theory: wB97M-V/def2-TZVPD.

As for the orbital gap: 11.21 eV. The calculation puts the HOMO energy at -10.3 eV. As for the SMILES: CCO.CC.

```
! wB97M-V def2-TZVPD RIJCOSX def2/J DEFGRID3
* xyz 0 1
C 2.23 0.74 -0.95
C 0.78 1.22 -1.12
O 0.04 0.56 -2.15
H 2.89 1.12 -1.71
H 2.27 -0.32 -0.84
H 2.50 1.08 0.06
H 0.23 1.17 -0.20
H 0.84 2.25 -1.47
H -0.38 -0.25 -1.82
C -2.08 -0.58 1.02
C -0.86 -1.37 1.55
H -1.90 0.46 1.29
H -1.96 -0.55 -0.08
H -3.05 -0.99 1.25
H -0.19 -1.66 0.76
H -1.14 -2.17 2.23
H -0.23 -0.70 2.16
*
```



[6]
A molecular structure, C25H37BrCl8Cs2F2N3O13PS in a non-equilibrium geometry. Source: OMol25; level of theory: wB97M-V/def2-TZVPD.

As for the orbital gap: 1.40 eV. The calculation puts the HOMO energy at -1.2 eV.

```
! wB97M-V def2-TZVPD RIJCOSX def2/J DEFGRID3
* xyz -2 1
C -2.82 5.76 -0.53
C -2.73 4.29 -1.09
C -1.31 4.12 -1.74
C -1.13 2.77 -2.61
C -0.88 3.05 -4.14
C -0.05 1.79 -2.03
C 1.44 2.29 -1.70
Br 2.15 4.10 -2.02
C 2.46 1.28 -1.07
O 3.78 1.72 -0.73
C 4.67 1.01 -1.68
C 5.82 1.91 -2.26
C 2.05 -0.22 -0.80
N 0.65 -0.67 -1.17
S 0.33 -2.39 -0.89
C -1.14 -2.62 0.22
O 1.48 -3.11 -0.24
O 0.10 -3.08 -2.25
C -0.38 0.28 -1.74
C -1.79 -0.30 -2.10
N -2.80 -0.18 -1.02
C -3.96 -0.99 -1.50
H -2.33 6.51 -1.20
H -2.35 5.85 0.48
H -3.90 6.04 -0.41
H -2.76 3.60 -0.20
H -3.57 4.09 -1.81
H -0.56 4.17 -0.91
H -1.06 4.97 -2.44
H -2.13 2.27 -2.55
H -1.79 2.73 -4.71
H -0.61 4.10 -4.37
H -0.07 2.35 -4.49
H 5.02 0.04 -1.25
H 4.00 0.74 -2.56
H 6.31 2.43 -1.41
H 6.51 1.23 -2.80
H 5.35 2.62 -2.97
H 2.85 -0.91 -0.34
H -0.81 -3.32 1.03
H -2.00 -3.06 -0.32
H -1.37 -1.65 0.72
H -1.77 -1.38 -2.39
H -2.15 0.25 -3.01
H -3.15 0.78 -1.05
H -3.87 -2.07 -1.21
H -4.93 -0.63 -1.09
H -4.05 -0.98 -2.63
F -0.60 3.92 0.97
C -4.95 2.95 2.54
Cl -3.45 3.82 2.24
Cl -5.87 2.69 1.05
H -4.72 1.98 2.98
H -5.57 3.53 3.23
C -6.10 0.62 -5.61
N -5.55 0.93 -4.27
O -6.31 1.35 -3.43
O -4.36 0.74 -4.12
H -7.17 0.84 -5.61
H -5.58 1.25 -6.34
H -5.92 -0.43 -5.80
Cs 1.95 -0.88 -3.25
F -2.51 1.53 0.53
Cs 4.15 5.91 -1.95
C 2.58 -6.14 1.88
Cl 3.26 -7.77 1.72
Cl 1.00 -6.08 1.10
Cl 2.41 -5.74 3.60
Cl 3.67 -4.97 1.11
C 5.52 1.82 2.40
Cl 5.61 2.83 3.85
Cl 6.86 2.16 1.30
H 5.57 0.78 2.69
H 4.58 2.02 1.89
C -1.09 -8.03 6.71
C -2.01 -7.90 7.67
C -2.09 -6.68 8.51
O -2.97 -6.59 9.36
C -1.11 -5.62 8.29
C -0.18 -5.75 7.34
C -0.11 -6.97 6.47
O 0.74 -7.04 5.61
O 0.74 -4.80 7.12
O -2.92 -8.87 7.91
H -1.02 -8.92 6.09
H -1.16 -4.74 8.92
H 1.29 -5.13 6.38
H -3.47 -8.52 8.64
O 10.52 4.50 -3.83
P 9.22 4.87 -4.55
O 8.59 3.60 -5.11
O 9.51 5.83 -5.70
O 8.27 5.55 -3.56
*
```



[7]
A molecular structure, C62H52N5Pt. Source: OMol25; level of theory: wB97M-V/def2-TZVPD.

As for the orbital gap (spin up / spin down): 4.60 / 4.79 eV. Its expectation value of S² is 2.17. The calculation puts the HOMO energy (spin up / spin down) at -2.6 / -3.6 eV.

```
! wB97M-V def2-TZVPD RIJCOSX def2/J DEFGRID3
* xyz -1 3
Pt 0.13 -0.33 -0.79
C 0.13 -5.33 -6.40
C -0.88 -5.04 -5.49
C -0.63 -4.18 -4.44
C 0.61 -3.55 -4.29
C 1.61 -3.85 -5.21
C 1.38 -4.74 -6.25
C 0.77 -2.58 -3.18
C 1.09 -1.23 -3.47
C 1.62 -0.71 -4.69
C 1.81 0.63 -4.51
C 1.32 0.96 -3.21
C 1.09 2.24 -2.72
C 1.52 3.42 -3.52
C 0.66 3.91 -4.51
C 0.95 5.09 -5.17
C 2.09 5.81 -4.85
C 2.96 5.31 -3.89
C 2.67 4.13 -3.23
C 0.28 2.55 -1.61
N -0.30 1.61 -0.79
C -1.21 2.23 -0.01
C -1.96 1.59 1.02
C -3.31 1.99 1.35
C -4.04 2.86 0.50
C -5.35 3.21 0.77
C -6.00 2.72 1.89
C -5.33 1.82 2.71
C -4.02 1.46 2.44
C -1.31 0.48 1.70
C -1.20 0.25 3.10
C -0.41 -0.86 3.28
C -0.05 -1.32 1.98
N -0.59 -0.45 1.05
C 0.54 -2.56 1.66
C 0.58 -3.06 0.35
C 0.75 -4.41 -0.08
C 0.66 -4.42 -1.44
C 0.54 -3.05 -1.87
N 0.44 -2.27 -0.77
C 1.16 -3.32 2.77
C 0.80 -4.61 3.15
C 1.41 -5.22 4.23
C 2.38 -4.55 4.97
C 2.76 -3.27 4.59
C 2.17 -2.67 3.49
C -1.18 3.64 -0.30
C -0.25 3.83 -1.27
N 0.92 -0.20 -2.60
H -0.06 -6.02 -7.22
H -1.86 -5.47 -5.61
H -1.41 -3.94 -3.72
H 2.59 -3.39 -5.11
H 2.18 -4.98 -6.93
H 1.83 -1.27 -5.58
H 2.23 1.33 -5.22
H -0.24 3.36 -4.74
H 0.26 5.47 -5.92
H 2.30 6.75 -5.33
H 3.86 5.86 -3.65
H 3.34 3.76 -2.45
H -3.58 3.22 -0.41
H -5.88 3.87 0.09
H -7.02 3.02 2.11
H -5.83 1.39 3.57
H -3.55 0.73 3.08
H -1.60 0.89 3.88
H -0.13 -1.32 4.21
H 0.89 -5.26 0.57
H 0.73 -5.28 -2.10
H 0.01 -5.12 2.62
H 1.12 -6.22 4.52
H 2.82 -5.02 5.84
H 3.53 -2.75 5.14
H 2.47 -1.68 3.18
H -1.74 4.39 0.23
H 0.05 4.77 -1.72
C 8.62 -1.07 -1.17
C 7.18 -1.51 -1.14
C 6.83 -2.79 -1.56
C 5.50 -3.22 -1.51
C 5.10 -4.60 -1.98
C 4.54 -2.38 -1.00
C 4.84 -1.06 -0.54
C 6.20 -0.65 -0.67
N 3.81 -0.39 -0.01
C 3.96 0.90 0.60
C 4.97 0.91 1.77
C 5.03 2.30 2.41
C 5.45 3.31 1.34
C 4.41 3.35 0.21
C 3.05 3.73 0.78
C 2.64 2.69 1.83
C 3.66 2.68 2.97
C 2.58 1.31 1.19
C 4.34 1.97 -0.45
H 9.22 -1.74 -1.79
H 9.03 -1.08 -0.16
H 8.72 -0.06 -1.56
H 7.60 -3.45 -1.94
H 5.96 -5.17 -2.34
H 4.37 -4.54 -2.79
H 4.64 -5.15 -1.16
H 3.51 -2.69 -0.92
H 6.51 0.35 -0.42
H 5.96 0.62 1.44
H 4.65 0.16 2.51
H 5.77 2.30 3.21
H 6.43 3.03 0.93
H 5.56 4.31 1.78
H 4.72 4.10 -0.53
H 2.30 3.74 -0.02
H 3.09 4.73 1.22
H 1.65 2.95 2.23
H 3.36 1.95 3.73
H 3.71 3.66 3.45
H 1.83 1.31 0.39
H 2.28 0.56 1.93
H 5.29 1.74 -0.92
H 3.57 1.95 -1.23
*
```



[8]
A molecular structure, C22H26AuN7OSi in a non-equilibrium geometry. Source: OMol25; level of theory: wB97M-V/def2-TZVPD.

As for the orbital gap: 3.76 eV. The calculation puts the HOMO energy at 0.9 eV.

```
! wB97M-V def2-TZVPD RIJCOSX def2/J DEFGRID3
* xyz -2 1
Au 2.04 -16.97 1.12
C -0.71 -14.60 0.65
Si -1.15 -16.24 1.40
C -1.96 -17.36 0.17
C -2.26 -15.99 2.92
N 0.21 -17.22 2.05
C 0.28 -17.81 3.24
C -0.37 -19.04 3.42
C -0.16 -19.82 4.54
C 0.60 -19.23 5.55
C 1.17 -17.94 5.52
C 0.95 -17.19 4.35
O 1.26 -15.87 4.19
C 2.45 -15.48 4.77
C 3.55 -15.52 3.92
C 4.79 -15.35 4.50
C 4.92 -15.07 5.85
C 3.76 -14.77 6.58
C 2.49 -15.01 6.07
H -1.61 -13.99 0.49
H -0.22 -14.70 -0.34
H -0.08 -13.95 1.36
H -3.06 -17.39 0.22
H -1.51 -18.33 0.36
H -1.65 -17.12 -0.85
H -3.06 -15.28 2.72
H -1.56 -15.48 3.63
H -2.65 -16.93 3.28
H -1.01 -19.38 2.59
H -0.60 -20.80 4.72
H 0.75 -19.82 6.47
H 1.61 -17.58 6.45
H 3.44 -15.74 2.86
H 5.69 -15.44 3.95
H 5.89 -14.99 6.33
H 3.94 -14.44 7.58
H 1.60 -14.97 6.72
N 3.99 -12.34 0.45
N 2.99 -11.73 1.13
N 3.14 -11.17 2.34
C 1.84 -11.08 2.79
N 1.01 -11.73 1.94
N 1.68 -12.04 0.84
H 4.87 -12.09 0.84
H 3.92 -13.39 0.54
H 1.47 -10.72 3.72
N 3.78 -16.60 0.39
C 4.20 -17.60 -0.40
C 3.40 -18.22 -1.44
C 4.05 -18.93 -2.45
C 5.41 -19.24 -2.41
C 6.21 -18.63 -1.40
C 5.62 -17.83 -0.43
H 2.32 -18.00 -1.49
H 3.45 -19.36 -3.27
H 5.86 -19.91 -3.13
H 7.30 -18.79 -1.36
H 6.20 -17.34 0.34
*
```



For reference, calculated total energy by record: -72983.0923 -50996.5908 -29323.7950 -21693.0530 -6389.3203 -254471.9872 -75839.4400 -47279.9913 eV.